# 1
A molecular structure, C39H60AsBF4IrN5O7S at a distorted geometry. Source: the OMol25 dataset; level of theory: ωB97M-V with the def2-TZVPD basis set.

HOMO-LUMO gap (alpha / beta)   3.000 / 2.965 eV
Expectation value of S²   0.772
Energy   -5485.27292 hartree

Geometry as ORCA input:
```
! wB97M-V def2-TZVPD RIJCOSX def2/J DEFGRID3
* xyz -1 2
Ir 0.360 -0.570 -0.452
O -2.660 2.761 -1.209
As -3.074 1.359 -2.223
O -4.536 0.893 -1.724
O -1.791 0.247 -1.651
C -3.168 2.137 -4.018
C -4.293 2.924 -4.260
C -4.519 3.396 -5.546
C -3.657 3.074 -6.585
C -2.527 2.296 -6.341
C -2.329 1.871 -5.055
S -0.903 -0.045 -3.023
O -0.326 1.245 -3.301
O -1.935 -0.469 -3.946
O 0.010 -1.118 -2.683
H -2.889 2.471 -0.309
H -4.980 3.127 -3.447
H -5.390 4.007 -5.746
H -3.867 3.417 -7.591
H -1.856 2.030 -7.148
C 2.892 -4.638 0.977
C 2.797 -3.381 0.103
C 3.150 -3.697 -1.352
C 3.677 -2.299 0.686
C 5.051 -2.478 0.688
C 5.887 -1.585 1.331
C 5.335 -0.487 1.963
C 3.968 -0.239 1.942
C 3.451 1.043 2.570
C 4.297 2.237 2.111
C 3.482 0.968 4.101
C 3.116 -1.163 1.304
N 1.719 -0.965 1.297
C 1.051 -1.000 2.440
C -0.312 -0.745 2.506
N -1.023 -0.463 1.422
C -2.370 -0.091 1.574
C -2.719 1.064 2.313
C -4.061 1.384 2.490
C -5.070 0.619 1.936
C -4.729 -0.500 1.199
C -3.406 -0.874 1.020
C -3.104 -2.211 0.379
C -3.804 -2.421 -0.965
C -3.504 -3.332 1.349
C -1.679 1.981 2.939
C -1.912 3.440 2.525
C -1.720 1.893 4.470
H 2.291 -5.445 0.551
H 2.536 -4.431 1.988
H 3.925 -4.984 1.046
H 1.780 -3.010 0.129
H 4.178 -4.047 -1.453
H 3.035 -2.800 -1.958
H 2.483 -4.473 -1.739
H 5.480 -3.340 0.192
H 6.959 -1.731 1.328
H 5.997 0.200 2.475
H 2.424 1.201 2.236
H 5.305 2.184 2.523
H 3.854 3.172 2.453
H 4.372 2.249 1.024
H 4.505 0.808 4.449
H 2.865 0.152 4.477
H 3.116 1.901 4.535
H 1.578 -1.279 3.350
H -0.816 -0.822 3.468
H -4.321 2.252 3.086
H -6.107 0.890 2.087
H -5.514 -1.109 0.770
H -2.034 -2.254 0.227
H -4.890 -2.400 -0.861
H -3.520 -3.391 -1.383
H -3.526 -1.645 -1.672
H -4.562 -3.253 1.604
H -2.923 -3.274 2.272
H -3.332 -4.308 0.890
H -0.686 1.677 2.602
H -2.846 3.820 2.940
H -1.965 3.542 1.439
H -1.103 4.066 2.902
H -2.700 2.198 4.841
H -0.965 2.553 4.903
H -1.528 0.877 4.814
F 3.225 -0.074 -3.763
B 3.609 0.092 -2.440
F 2.621 -0.488 -1.573
F 3.672 1.465 -2.098
F 4.841 -0.513 -2.201
C -0.676 -5.643 -0.064
N -0.736 -4.958 -1.343
C -1.053 -5.740 -2.524
C -0.473 -3.646 -1.424
O -0.210 -2.951 -0.447
H -1.648 -6.067 0.196
H -0.384 -4.921 0.694
H 0.060 -6.449 -0.099
H -1.238 -6.768 -2.222
H -0.227 -5.733 -3.239
H -1.947 -5.362 -3.024
H -0.519 -3.231 -2.437
C 2.482 3.994 -0.855
C 1.209 3.944 -0.013
C 1.445 4.671 1.312
C 0.051 4.606 -0.770
N 0.897 2.550 0.358
N 0.978 1.607 -0.693
H 2.867 5.014 -0.883
H 2.302 3.671 -1.881
H 3.250 3.347 -0.432
H 1.724 5.711 1.137
H 2.244 4.172 1.856
H 0.545 4.648 1.927
H 0.288 5.646 -1.003
H -0.860 4.589 -0.168
H -0.154 4.082 -1.705
H -0.037 2.504 0.748
H 1.950 1.523 -0.994
H 0.431 1.848 -1.523
*
```

# 2
A molecular structure, C39H60B3F8N3O4SeTl. Source: the OMol25 dataset; level of theory: ωB97M-V with the def2-TZVPD basis set.

HOMO-LUMO gap   5.577 eV
Relative energy (zero: lowest compared OMol25 entry of this formula, charge and spin)   0.00 kcal/mol
Energy   -5435.43456 hartree

Geometry as ORCA input:
```
! wB97M-V def2-TZVPD RIJCOSX def2/J DEFGRID3
* xyz -1 1
Tl -0.551 0.571 -0.431
C 6.549 1.619 1.771
C 6.373 0.173 1.290
C 6.361 -0.763 2.506
C 7.581 -0.183 0.420
C 5.049 0.025 0.539
C 3.896 0.468 1.093
C 2.638 0.331 0.424
N 1.462 0.658 0.932
C 1.130 0.899 2.208
C 1.888 0.495 3.343
C 1.422 0.705 4.597
C 0.142 1.320 4.738
C -0.698 1.648 3.716
C -0.197 1.467 2.379
O -0.863 1.822 1.351
C -2.119 2.128 4.050
C -2.033 3.529 4.670
C -3.084 2.188 2.859
C -2.733 1.152 5.071
C 2.116 0.178 5.847
C 1.202 -0.853 6.526
C 2.397 1.337 6.812
C 3.440 -0.504 5.507
C 2.611 -0.153 -0.964
O 1.573 -0.094 -1.644
C 3.854 -0.721 -1.498
C 4.977 -0.619 -0.748
C 3.829 -1.389 -2.868
C 3.439 -0.369 -3.950
C 2.822 -2.550 -2.859
C 5.198 -1.960 -3.243
H 7.512 1.731 2.274
H 5.772 1.908 2.479
H 6.514 2.317 0.933
H 7.300 -0.683 3.060
H 6.230 -1.801 2.197
H 5.542 -0.516 3.183
H 8.499 -0.004 0.984
H 7.621 0.424 -0.487
H 7.578 -1.234 0.127
H 3.912 0.984 2.040
H 2.763 -0.109 3.178
H -0.223 1.456 5.749
H -1.619 4.243 3.955
H -1.399 3.532 5.559
H -3.029 3.874 4.958
H -2.804 2.952 2.139
H -4.077 2.430 3.248
H -3.151 1.244 2.323
H -2.254 1.218 6.050
H -2.644 0.123 4.721
H -3.791 1.384 5.209
H 0.294 -0.390 6.913
H 1.723 -1.319 7.367
H 0.901 -1.624 5.818
H 1.477 1.834 7.122
H 3.043 2.084 6.348
H 2.893 0.965 7.712
H 3.288 -1.368 4.859
H 3.918 -0.851 6.426
H 4.130 0.184 5.011
H 5.894 -1.020 -1.153
H 2.443 0.027 -3.773
H 3.460 -0.851 -4.931
H 4.148 0.463 -3.968
H 1.822 -2.218 -2.589
H 3.130 -3.316 -2.144
H 2.785 -3.008 -3.852
H 5.963 -1.183 -3.312
H 5.126 -2.440 -4.221
H 5.534 -2.713 -2.528
C -0.862 -4.650 -1.088
C -1.420 -3.456 -1.842
C -1.296 -3.666 -3.342
O -0.568 -2.313 -1.523
B -1.392 -1.298 -1.167
O -2.707 -1.564 -1.170
C -2.855 -3.000 -1.371
C -3.276 -3.569 -0.027
C -3.964 -3.180 -2.393
H 0.122 -4.899 -1.489
H -1.511 -5.520 -1.213
H -0.758 -4.436 -0.027
H -0.256 -3.893 -3.582
H -1.584 -2.771 -3.893
H -1.919 -4.495 -3.680
H -2.524 -3.393 0.740
H -3.463 -4.642 -0.096
H -4.198 -3.074 0.277
H -3.711 -2.745 -3.356
H -4.851 -2.667 -2.023
H -4.198 -4.238 -2.530
C -0.437 1.895 -4.547
N -1.419 2.658 -3.801
C -2.699 2.936 -4.233
C -3.333 3.559 -3.218
N -2.434 3.659 -2.184
C -2.699 4.259 -0.882
C -1.267 3.110 -2.543
Se 0.265 2.988 -1.470
H -0.318 2.325 -5.540
H -0.760 0.857 -4.627
H 0.506 1.932 -4.007
H -3.056 2.606 -5.191
H -4.358 3.851 -3.093
H -2.173 5.210 -0.804
H -2.355 3.579 -0.107
H -3.773 4.380 -0.793
F -0.688 -1.361 1.541
B -0.142 -2.286 2.490
F -0.656 -3.557 2.215
F 1.255 -2.285 2.358
F -0.507 -1.872 3.775
F -3.356 1.233 -0.612
B -4.479 1.110 -1.479
F -4.033 0.698 -2.746
F -5.400 0.218 -0.955
F -5.069 2.400 -1.607
*
```